# 1
65
Properties=species:S:1:pos:R:3 method="wB97M-V/def2-TZVPD" fmax_ev_per_a=2.8 smiles="O=C1c2cccc(CB(O)O)c2C(=O)N1C(F)(F)C(F)F.CO.CO.CO.CO.CO.CO" energy_ev=-51657.87546
O -0.19 1.03 2.04
C 0.13 0.10 1.36
C 1.32 0.10 0.37
C 2.44 0.99 0.22
C 3.41 0.72 -0.86
C 3.21 -0.42 -1.77
C 2.06 -1.33 -1.61
C 1.84 -2.53 -2.59
B 0.55 -2.12 -3.50
O -0.70 -2.76 -3.40
O 0.69 -1.04 -4.43
C 1.13 -1.06 -0.53
C -0.15 -1.78 -0.06
O -0.85 -2.62 -0.56
N -0.49 -1.21 1.24
C -0.41 -2.06 2.40
F -0.45 -1.33 3.57
F -1.51 -2.91 2.41
C 0.89 -2.95 2.48
F 0.92 -3.47 3.77
F 2.05 -2.20 2.36
H 2.54 1.83 0.94
H 4.29 1.38 -1.01
H 3.95 -0.56 -2.58
H 2.72 -2.51 -3.30
H 1.73 -3.51 -2.08
H -1.30 -2.09 -3.02
H 0.61 -0.23 -3.90
H 0.87 -3.79 1.74
C -0.07 4.25 -0.55
O -0.26 2.92 -0.07
H -0.01 4.22 -1.63
H -0.90 4.88 -0.25
H 0.87 4.65 -0.15
H -0.31 2.97 0.90
C -4.24 5.60 -1.25
O -3.30 5.98 -0.25
H -4.33 6.41 -1.98
H -3.89 4.70 -1.76
H -5.21 5.42 -0.79
H -3.24 5.25 0.37
C 7.05 -0.07 0.54
O 6.88 0.11 -0.86
H 6.16 0.30 1.05
H 7.17 -1.14 0.77
H 7.92 0.48 0.89
H 7.67 -0.23 -1.29
C -4.66 -1.67 3.85
O -4.82 -1.49 2.45
H -5.55 -1.29 4.36
H -4.55 -2.73 4.08
H -3.78 -1.12 4.20
H -4.02 -1.83 2.03
C -7.64 3.00 -1.77
O -6.70 3.38 -0.77
H -7.72 3.81 -2.49
H -7.29 2.10 -2.28
H -8.61 2.82 -1.32
H -6.64 2.65 -0.15
C 3.96 -4.65 0.76
O 3.58 -3.41 0.17
H 4.64 -5.17 0.07
H 4.48 -4.47 1.70
H 3.08 -5.27 0.93
H 2.99 -2.98 0.79


# 2
55
Properties=species:S:1:pos:R:3 method="wB97M-V/def2-TZVPD" fmax_ev_per_a=3.4 energy_ev=-79928.78890 de_lowest_kcal_mol=0.00 multiplicity=4 charge=+1
Co 0.05 0.30 -0.31
P -2.04 0.29 -0.58
C -2.08 0.78 -2.31
C -0.88 1.32 -2.83
N 0.25 1.19 -2.04
C 1.47 1.53 -2.46
C 1.65 2.19 -3.68
C 0.54 2.39 -4.50
C -0.70 1.94 -4.10
C 2.61 1.10 -1.56
P 2.10 -0.38 -0.52
H -1.59 2.08 -4.71
H 2.65 2.52 -3.95
H 0.68 2.90 -5.46
H 3.48 0.81 -2.16
H 2.91 1.92 -0.89
H -2.08 -1.07 -3.74
H -3.00 0.78 -2.89
H -0.90 -2.71 -2.72
O -1.75 -1.95 -4.02
H -2.37 -2.26 -4.70
H 0.59 -1.15 -0.31
O -0.50 -2.93 -1.84
H 0.01 -3.76 -1.95
C 2.48 -1.80 -1.58
H 3.50 -1.72 -1.98
H 2.36 -2.68 -0.94
H 1.72 -1.84 -2.38
C 3.17 -0.42 0.91
H 2.95 -1.33 1.47
H 4.22 -0.40 0.58
H 2.94 0.45 1.55
C -2.82 1.60 0.38
H -3.84 1.76 0.02
H -2.81 1.30 1.44
H -2.23 2.51 0.26
C -3.02 -1.22 -0.35
H -3.13 -1.37 0.73
H -3.99 -1.07 -0.83
H -2.46 -2.06 -0.79
C 1.23 -0.70 4.65
C -0.01 0.03 4.16
C -1.25 -0.69 4.66
C 0.01 1.45 4.72
C -0.04 0.10 2.70
C -0.08 0.15 1.47
H 1.23 -0.71 5.75
H 2.15 -0.21 4.33
H 1.23 -1.75 4.32
H -1.24 -0.70 5.76
H -2.17 -0.19 4.35
H -1.27 -1.73 4.32
H 0.91 1.97 4.38
H -0.88 2.00 4.39
H 0.02 1.45 5.81


# 3
74
Properties=species:S:1:pos:R:3 method="wB97M-V/def2-TZVPD" fmax_ev_per_a=10.3 smiles="NC(=O)OS(=O)(=O)C(F)(F)C(F)(F)C(F)(F)C(F)(F)F.CCOP(=O)(OCC)OCC.CCOP(=O)(OCC)OCC" energy_ev=-98065.75736
N 3.23 -5.69 2.44
C 2.64 -4.32 2.10
O 2.40 -4.05 0.79
O 2.34 -3.41 3.22
S 0.67 -3.29 3.54
O 0.08 -2.35 2.43
O 0.56 -2.60 4.96
C -0.28 -4.90 3.42
F -0.34 -5.40 1.99
F 0.56 -5.94 4.13
C -1.76 -4.89 4.13
F -1.60 -5.69 5.41
F -2.25 -3.56 4.55
C -2.95 -5.64 3.28
F -4.13 -5.74 4.22
F -2.52 -7.06 3.04
C -3.46 -4.85 1.94
F -4.94 -4.78 1.98
F -2.77 -3.57 1.66
F -3.12 -5.76 0.78
H 3.86 -6.02 1.65
H 2.47 -6.43 2.47
O -2.53 2.07 1.15
P -3.37 1.20 0.19
O -2.09 0.76 -0.76
C -1.23 -0.27 -0.29
C -1.87 -1.63 -0.47
O -3.86 2.49 -0.74
C -4.10 3.75 -0.12
C -2.91 4.67 -0.33
O -4.32 0.22 -0.88
C -5.72 0.25 -0.70
C -6.37 1.27 -1.62
H -0.97 -0.09 0.76
H -0.31 -0.21 -0.88
H -2.74 -1.74 0.18
H -1.15 -2.42 -0.24
H -2.22 -1.76 -1.50
H -4.35 3.63 0.93
H -4.98 4.19 -0.61
H -1.97 4.21 -0.01
H -3.04 5.60 0.23
H -2.79 4.92 -1.38
H -5.97 0.44 0.35
H -6.09 -0.75 -0.95
H -6.35 2.27 -1.17
H -7.43 1.03 -1.79
H -5.86 1.33 -2.58
O 3.76 4.76 -2.42
P 3.55 3.25 -2.13
O 3.67 3.41 -0.48
C 2.53 3.88 0.22
C 1.49 2.78 0.37
O 5.15 2.86 -2.39
C 5.89 3.56 -3.39
C 6.75 4.64 -2.75
O 3.32 1.57 -1.81
C 3.28 0.70 -2.93
C 4.65 0.10 -3.21
H 2.11 4.75 -0.28
H 2.88 4.19 1.21
H 1.07 2.52 -0.60
H 0.69 3.11 1.03
H 1.95 1.87 0.78
H 5.22 3.97 -4.15
H 6.54 2.84 -3.89
H 6.17 5.30 -2.10
H 7.24 5.25 -3.52
H 7.52 4.19 -2.12
H 2.89 1.22 -3.81
H 2.59 -0.11 -2.68
H 5.25 0.78 -3.83
H 4.56 -0.83 -3.78
H 5.21 -0.08 -2.29


Repeat the third record exactly.
74
Properties=species:S:1:pos:R:3 method="wB97M-V/def2-TZVPD" fmax_ev_per_a=10.3 smiles="NC(=O)OS(=O)(=O)C(F)(F)C(F)(F)C(F)(F)C(F)(F)F.CCOP(=O)(OCC)OCC.CCOP(=O)(OCC)OCC" energy_ev=-98065.75736
N 3.23 -5.69 2.44
C 2.64 -4.32 2.10
O 2.40 -4.05 0.79
O 2.34 -3.41 3.22
S 0.67 -3.29 3.54
O 0.08 -2.35 2.43
O 0.56 -2.60 4.96
C -0.28 -4.90 3.42
F -0.34 -5.40 1.99
F 0.56 -5.94 4.13
C -1.76 -4.89 4.13
F -1.60 -5.69 5.41
F -2.25 -3.56 4.55
C -2.95 -5.64 3.28
F -4.13 -5.74 4.22
F -2.52 -7.06 3.04
C -3.46 -4.85 1.94
F -4.94 -4.78 1.98
F -2.77 -3.57 1.66
F -3.12 -5.76 0.78
H 3.86 -6.02 1.65
H 2.47 -6.43 2.47
O -2.53 2.07 1.15
P -3.37 1.20 0.19
O -2.09 0.76 -0.76
C -1.23 -0.27 -0.29
C -1.87 -1.63 -0.47
O -3.86 2.49 -0.74
C -4.10 3.75 -0.12
C -2.91 4.67 -0.33
O -4.32 0.22 -0.88
C -5.72 0.25 -0.70
C -6.37 1.27 -1.62
H -0.97 -0.09 0.76
H -0.31 -0.21 -0.88
H -2.74 -1.74 0.18
H -1.15 -2.42 -0.24
H -2.22 -1.76 -1.50
H -4.35 3.63 0.93
H -4.98 4.19 -0.61
H -1.97 4.21 -0.01
H -3.04 5.60 0.23
H -2.79 4.92 -1.38
H -5.97 0.44 0.35
H -6.09 -0.75 -0.95
H -6.35 2.27 -1.17
H -7.43 1.03 -1.79
H -5.86 1.33 -2.58
O 3.76 4.76 -2.42
P 3.55 3.25 -2.13
O 3.67 3.41 -0.48
C 2.53 3.88 0.22
C 1.49 2.78 0.37
O 5.15 2.86 -2.39
C 5.89 3.56 -3.39
C 6.75 4.64 -2.75
O 3.32 1.57 -1.81
C 3.28 0.70 -2.93
C 4.65 0.10 -3.21
H 2.11 4.75 -0.28
H 2.88 4.19 1.21
H 1.07 2.52 -0.60
H 0.69 3.11 1.03
H 1.95 1.87 0.78
H 5.22 3.97 -4.15
H 6.54 2.84 -3.89
H 6.17 5.30 -2.10
H 7.24 5.25 -3.52
H 7.52 4.19 -2.12
H 2.89 1.22 -3.81
H 2.59 -0.11 -2.68
H 5.25 0.78 -3.83
H 4.56 -0.83 -3.78
H 5.21 -0.08 -2.29